36
Properties=species:S:1:pos:R:3 method="wB97M-V/def2-TZVPD" homo_lumo_gap_ev=9.34 multiplicity=1 lumo_energy_ev=0.710
O -0.170 -2.869 0.352
C -0.496 -1.954 -0.367
N 0.260 -0.879 -0.693
C 1.549 -0.557 -0.261
C 2.298 -1.380 0.576
C 3.570 -0.998 0.957
C 4.094 0.205 0.512
C 3.358 1.034 -0.321
C 2.089 0.649 -0.705
H 1.507 1.287 -1.354
H 3.776 1.966 -0.665
O 5.382 0.592 0.950
C 6.375 0.454 0.074
F 6.499 -0.818 -0.388
F 6.212 1.205 -1.049
H 7.325 0.747 0.546
H 4.163 -1.629 1.600
H 1.885 -2.314 0.919
H -0.167 -0.192 -1.313
C -1.882 -1.916 -1.042
H -2.390 -2.860 -0.841
H -1.761 -1.765 -2.121
O -2.729 -0.903 -0.507
C -2.617 0.338 -0.975
O -1.788 0.671 -1.794
C -3.596 1.281 -0.342
H -3.617 2.193 -0.939
C -3.305 1.490 1.166
H -3.351 2.537 1.454
H -2.367 1.067 1.520
C -4.568 0.693 1.517
H -4.351 -0.298 1.907
H -5.265 1.193 2.185
C -4.964 0.680 0.034
H -5.788 1.350 -0.203
H -5.166 -0.300 -0.388